The following is a quantum chemistry calculation of a 2-piece molecular cluster, C3H9N2O overall, from the OMol25 dataset.

## Properties
E_tot (eV): -8283.7410
Spin multiplicity: 1
Kohn-Sham gap (eV): 6.5
Highest occupied orbital energy (eV): -2.1670
Total charge: -1
Energy above the lowest of the compared OMol25 structures with the same formula, charge and spin (kJ/mol): 115.7

Last columns: bonded neighbours and bond lengths (Å).
Element x y z (Å)
1 H 0.54152 1.75205 -1.89968  N13 1.023
2 C -1.60732 -1.60333 -1.02355  O4 1.394, H6 1.102, H7 1.100, H10 1.094
3 N 1.22410 0.81836 2.29725  H5 1.012, H8 1.010, C9 1.449
4 O -1.84403 -0.26701 -1.34174  C2 1.394, H11 1.033
5 H 0.64001 0.25624 2.90256  N3 1.012
6 H -1.27671 -2.19254 -1.89462  C2 1.102
7 H -2.53666 -2.06460 -0.65950  C2 1.100
8 H 2.15273 0.81156 2.69485  N3 1.010
9 C 1.20992 0.37407 0.91764  N3 1.449, C14 1.348, H15 1.088
10 H -0.85565 -1.70727 -0.23614  C2 1.094
11 H -0.92877 0.21206 -1.35832  O4 1.033
12 H 0.39939 2.16144 0.33535  C14 1.104
13 N 0.54604 0.88006 -1.36526  H1 1.023, C14 1.362
14 C 0.73267 1.18198 -0.05025  C9 1.348, H12 1.104, N13 1.362
15 H 1.60275 -0.61308 0.68142  C9 1.088

These are the natural (NBO) partial charges, in e, on atoms 1 to 2: atom 1 (H): 0.31, atom 2 (C): -0.23